(1)
{
  "formula": "C46H51Br2Cl2CsN4O5S2",
  "method": "wB97M-V/def2-TZVPD",
  "molar_mass_da": 1167.69,
  "total_charge": -2,
  "total_energy_ev": -252073.71733,
  "gap_ha": 0.219,
  "lumo_ev": 3.42,
  "species": ["Cs", "Br", "Br", "Cl", "Cl", "S", "S", "O", "O", "O", "O", "O", "N", "N", "N", "N", "C", "C", "C", "C", "C", "C", "C", "C", "C", "C", "C", "C", "C", "C", "C", "C", "C", "C", "C", "C", "C", "C", "C", "C", "C", "C", "C", "C", "C", "C", "C", "C", "C", "C", "C", "C", "C", "C", "C", "C", "C", "C", "C", "C", "C", "C", "H", "H", "H", "H", "H", "H", "H", "H", "H", "H", "H", "H", "H", "H", "H", "H", "H", "H", "H", "H", "H", "H", "H", "H", "H", "H", "H", "H", "H", "H", "H", "H", "H", "H", "H", "H", "H", "H", "H", "H", "H", "H", "H", "H", "H", "H", "H", "H", "H", "H", "H"],
  "positions_angstrom": [[-1.26362, 0.34847, 0.26229], [0.32824, 4.37119, 3.99811], [-2.59026, 5.50139, 3.79433], [0.84416, 5.25937, -5.24715], [0.46973, 7.95446, -4.21932], [-5.18551, -3.09106, 1.28701], [1.47419, 1.13848, 5.50279], [-2.15671, 6.66932, -4.66890], [3.05821, -0.30443, -2.57666], [-1.76726, 4.92908, -3.34630], [0.86043, 2.20372, -1.18178], [-6.49056, -3.76799, 1.10373], [-0.26854, -2.38034, 0.89490], [-1.83391, 0.29733, -2.77424], [0.87957, 1.05395, 2.92552], [-1.22677, -2.20371, -1.63878], [0.24813, -2.44738, 2.12489], [4.56945, 2.75513, 3.56824], [0.02972, 6.22506, -3.93669], [-1.48874, -5.86058, -1.02748], [4.42366, 2.87951, -0.31374], [-0.90258, -2.01057, -3.01792], [1.92898, 0.17328, -1.91818], [-1.50890, 5.90584, -3.99664], [0.14283, -2.50560, -5.08999], [-5.12534, -2.68915, -1.41323], [6.38320, 2.75363, 1.13049], [-1.98814, 0.76123, 4.15321], [2.95468, -0.78921, -3.97495], [-4.30172, -5.74497, 1.95369], [2.11662, 1.64059, 3.08327], [-0.80686, -0.31658, -4.85195], [-1.05707, 1.00198, -5.32724], [4.15883, 2.70854, 2.21530], [0.42151, 3.53366, -1.29596], [0.45026, 0.63748, 4.10055], [-0.78481, -1.26877, 5.11056], [-1.23084, -0.68190, -3.53390], [2.86996, 2.15127, 1.97506], [-0.61861, -3.56878, 0.30170], [0.40289, -3.71333, 2.84280], [-1.66030, 1.95958, -4.53647], [0.00491, -4.88881, 2.26481], [4.93431, 3.28839, 1.00475], [-0.95023, -6.05936, 0.26498], [2.63380, 1.75408, 4.39715], [1.69955, 1.68577, -2.15174], [-3.14516, 0.03870, 4.40703], [3.84485, 2.35161, 4.65989], [-0.51588, -4.90139, 0.92201], [-0.34153, -2.95734, -3.85853], [-3.24485, -1.22906, 5.06458], [-4.35168, -3.35845, -0.28609], [-1.59101, -4.66246, -1.66030], [-1.17111, -3.46455, -1.07714], [-0.83119, -0.03943, 4.42471], [-1.38163, 4.14494, 3.18610], [-2.07113, -1.83399, 5.48473], [-4.29055, -4.24697, 2.36874], [-0.04797, -1.22363, -5.60848], [4.91755, 4.87562, 1.08216], [-2.02015, 1.57056, -3.19572], [6.69856, 2.66846, 2.22958], [2.17199, 0.03608, -0.84065], [0.09657, 3.77533, -2.38475], [-4.86510, -4.21719, 3.25456], [0.81998, -3.23400, -5.58901], [-5.24679, -6.08017, 1.59635], [-4.19294, -4.37437, -0.43231], [5.60149, 3.19416, 3.80527], [5.86992, 5.18202, 0.65258], [4.28550, 1.82437, -0.52862], [-5.67055, -1.75960, -1.15986], [-0.67763, -7.08983, 0.64470], [-1.65191, 3.08151, -4.63356], [-0.49499, 1.30761, -6.17112], [0.99600, -0.38174, -2.16889], [5.19094, 3.25864, -1.01484], [-4.08741, -6.32264, 2.86545], [3.99086, -1.10762, -4.31198], [4.90242, 5.37861, 2.08032], [-4.31896, -2.28602, -2.07312], [-3.58871, -5.90537, 1.18356], [-1.28034, 4.30234, 2.12586], [2.74043, 0.02002, -4.65229], [6.30816, 1.75662, 0.79738], [0.70807, -3.70901, 3.92274], [4.33280, 2.53314, 5.68401], [3.49727, 3.39154, -0.55831], [-2.58125, 2.12069, -2.46185], [1.33927, 1.89395, -3.18300], [-2.11127, -2.87046, 5.85995], [0.46975, -1.68173, 2.75050], [0.52584, -0.93937, -6.45693], [0.20742, -1.60209, 5.46072], [-3.34035, -3.05803, -0.12663], [2.47505, 2.13836, 0.96515], [-1.71579, 3.12411, 3.45882], [2.23454, -1.62136, -4.16778], [1.17890, 4.27645, -0.92972], [-0.04640, -5.89394, 2.75915], [-2.02441, -4.69562, -2.63342], [-0.48315, 3.64330, -0.66107], [-2.03413, -6.72317, -1.59399], [2.71996, 2.13759, -2.06542], [-4.16431, -1.82521, 5.09921], [0.43701, 6.04855, -2.92739], [-3.25918, -3.86474, 2.47059], [-5.72941, -3.37859, -1.96299], [7.07468, 3.42875, 0.62235], [-4.14739, 0.42213, 4.10886], [-0.01134, -3.89723, -3.40773], [4.01127, 5.26143, 0.56497]],
  "forces_ev_per_a": [[0.0, 0.1, 0.2], [0.5, 0.1, 0.1], [-0.5, 0.1, 0.1], [-0.1, 0.0, 0.8], [-0.2, -0.1, 0.0], [0.3, -0.7, -0.2], [-0.6, -0.8, -0.8], [-1.5, 1.2, -1.2], [0.8, -1.1, -2.2], [-0.9, -3.1, 1.9], [-0.6, -0.5, 1.1], [-1.3, -0.1, 0.0], [0.8, -0.9, 1.9], [0.0, 0.3, 0.0], [-0.3, -1.0, 2.0], [0.8, -0.7, -1.6], [-1.1, -4.7, -1.4], [2.7, 1.5, -0.5], [0.7, 0.6, 0.1], [-1.0, -3.3, 0.7], [0.0, 0.7, -1.7], [-2.4, 0.1, 3.3], [-1.2, 0.4, 0.6], [1.9, 2.0, -0.8], [0.8, -0.3, -0.9], [2.0, 1.5, -0.5], [-0.3, 1.2, 2.4], [0.5, -0.7, -0.8], [1.0, -0.1, 0.8], [0.2, 1.1, 0.9], [1.3, 0.9, -1.4], [-0.4, 0.1, 0.4], [0.1, 0.6, 1.8], [-2.4, -0.7, -0.3], [-0.6, 1.0, -1.4], [0.3, 0.8, -0.1], [-1.8, 0.9, 0.6], [0.1, 1.5, -1.0], [1.0, 0.2, 1.5], [-0.7, -0.9, -1.0], [-0.4, 0.2, 0.2], [0.5, 0.9, 1.8], [-0.5, -0.8, -0.6], [0.7, 0.8, 3.4], [0.2, -0.7, -1.4], [-1.0, -0.2, -0.2], [1.7, 0.0, -1.1], [-2.1, -0.9, 0.6], [1.3, 0.4, 1.0], [0.4, 2.3, 0.5], [0.6, 0.8, 0.3], [1.2, 0.5, -1.0], [-0.6, 1.3, 1.1], [0.1, 0.9, 0.0], [1.1, 1.5, 0.3], [0.1, 0.5, 0.5], [-0.1, -0.6, 0.1], [1.9, -0.7, -0.8], [0.8, -0.7, -1.4], [0.2, -2.0, 1.0], [-0.3, -0.3, 0.4], [0.2, -3.7, -1.1], [-0.3, 0.4, -1.6], [-0.4, 0.1, -0.5], [0.5, -0.3, 1.8], [-0.3, 0.7, 1.3], [-0.6, 0.7, -0.1], [-1.0, 0.1, -0.3], [-0.4, -2.1, -0.3], [-1.6, -0.5, -0.4], [-0.3, 0.5, -0.6], [0.2, -0.3, 0.4], [0.0, -0.8, 0.3], [-0.7, 1.4, -0.3], [-0.2, -1.3, -0.7], [0.0, 0.2, -1.2], [0.6, 0.1, 0.2], [-0.5, -0.2, -0.2], [0.3, 0.0, -0.4], [-1.1, 0.1, 0.9], [0.0, -1.0, -0.4], [-0.6, -0.5, 0.0], [0.9, -0.5, -0.5], [0.1, -0.1, -0.2], [-0.5, 0.5, -0.1], [0.7, -1.2, -0.8], [-0.2, 0.2, -1.3], [-1.2, -0.6, -1.5], [-0.2, 0.0, -0.1], [0.2, 0.9, -0.2], [-0.1, -0.1, 0.4], [0.1, 0.6, 0.2], [0.6, 3.1, 0.8], [0.0, 0.4, -0.8], [-0.7, -0.4, -0.3], [0.7, 1.1, -0.2], [-0.2, -0.2, 0.2], [-0.1, 0.3, -0.1], [0.5, 0.7, 0.7], [-0.4, -0.6, -0.4], [0.4, 1.2, -0.1], [-0.3, 0.4, -0.6], [0.5, -0.1, -0.4], [1.4, 1.2, 1.2], [-0.6, -0.1, -0.3], [0.1, 0.6, 0.2], [0.1, -0.5, -0.8], [-0.4, -0.1, 0.3], [-0.5, -0.3, -0.2], [0.1, -0.5, -0.3], [0.7, 0.2, 0.2], [-0.3, 0.2, -0.5], [0.8, -0.1, 0.0]]
}


(2)
{
  "formula": "C46H52BrF27NO10",
  "method": "wB97M-V/def2-TZVPD",
  "molar_mass_da": 1371.77,
  "total_charge": -1,
  "total_energy_ev": -213914.47807,
  "gap_ha": 0.240,
  "lumo_ev": 1.61,
  "species": ["Br", "F", "F", "F", "F", "F", "F", "F", "F", "F", "F", "F", "F", "F", "F", "F", "F", "F", "F", "F", "F", "F", "F", "F", "F", "F", "F", "F", "O", "O", "O", "O", "O", "O", "O", "O", "O", "O", "N", "C", "C", "C", "C", "C", "C", "C", "C", "C", "C", "C", "C", "C", "C", "C", "C", "C", "C", "C", "C", "C", "C", "C", "C", "C", "C", "C", "C", "C", "C", "C", "C", "C", "C", "C", "C", "C", "C", "C", "C", "C", "C", "C", "C", "C", "C", "H", "H", "H", "H", "H", "H", "H", "H", "H", "H", "H", "H", "H", "H", "H", "H", "H", "H", "H", "H", "H", "H", "H", "H", "H", "H", "H", "H", "H", "H", "H", "H", "H", "H", "H", "H", "H", "H", "H", "H", "H", "H", "H", "H", "H", "H", "H", "H", "H", "H", "H", "H"],
  "positions_angstrom": [[2.02543, 3.87006, -2.36028], [4.72461, -0.91726, 7.36821], [3.18602, -6.43996, 5.04264], [4.65993, -5.15601, 0.42939], [5.86594, 2.64520, -10.47952], [-10.09516, 1.33835, -4.85518], [6.94344, 0.22234, -9.76043], [-9.73994, -0.20032, -1.22367], [2.05039, -4.24718, 3.68717], [5.48604, 1.13327, -6.35006], [4.62635, -0.56738, -8.53501], [-8.17385, -0.04941, -3.46356], [6.00331, -2.74547, 5.76575], [-8.93664, 2.54953, -0.76835], [3.29130, -2.33233, 6.58223], [-7.35716, 1.46729, -4.78604], [4.49839, -2.65921, -1.15307], [2.79465, -4.74457, 6.31409], [5.94863, -0.66032, -5.24994], [-10.23064, 1.80956, -2.74799], [3.79918, -3.05833, 4.18037], [-10.20607, 0.59693, 0.74282], [8.36263, 1.86309, -9.66097], [4.97991, 1.96912, -8.62642], [6.53964, -2.91075, 7.86329], [2.27122, -5.42680, 0.22343], [-7.67195, 1.82490, 0.81831], [3.52666, -0.80327, -6.67802], [-0.28993, 3.36045, 2.95348], [4.15168, 0.26450, -0.13785], [4.91029, -5.22319, 5.69585], [-0.32119, 4.26422, -0.05625], [-3.31018, 0.77835, -0.37621], [-7.21832, 1.16624, -1.23766], [7.08989, -0.26191, -7.09846], [4.09346, 1.49087, 1.89534], [-2.20343, 3.51250, -1.13143], [-1.20842, -2.88586, -1.88135], [-1.90798, -1.22456, -0.16228], [-0.96205, 3.32767, -0.86084], [-9.18268, 0.25792, -0.08205], [-5.16305, 2.17994, 2.14581], [1.90543, -3.16699, -1.56249], [-4.27725, -2.50142, 2.46692], [6.13663, 2.38441, -9.17479], [-5.15510, -1.18441, 2.09480], [3.42549, -4.66547, -0.11987], [5.52023, -3.11552, 6.97532], [-4.15497, 3.39310, 1.82556], [1.23312, 2.05280, -2.06795], [-0.83358, 0.64789, -1.17509], [1.97595, -2.04197, -2.72985], [5.24040, -4.63349, 6.96075], [-1.10200, -1.78633, -1.28946], [-8.26762, 1.46044, -0.33910], [-2.21932, 0.19805, -0.52832], [4.31158, 1.56493, -0.78117], [-0.16426, 2.03434, -1.37737], [1.33794, -0.64547, -2.30392], [7.24953, 1.34183, -9.06195], [-4.63299, 1.17806, 3.27928], [-9.43608, 1.93598, -3.82780], [-7.20267, 1.86975, -2.48685], [-8.06417, 1.29078, -3.62937], [4.74382, -0.96790, -7.25149], [-2.83395, -2.06004, 3.04893], [-0.06420, -0.62801, -1.64998], [-0.83199, 4.65497, 3.33761], [2.01754, 0.76140, -2.52751], [3.36321, -4.32605, 4.01652], [3.55896, -5.16195, 5.28637], [4.35434, -2.22224, 7.40086], [-0.01319, 2.55264, 4.12491], [3.90606, 0.40518, 1.26019], [3.44125, 0.83422, -3.23849], [-1.13441, -1.38905, 1.11344], [5.81252, -0.16425, -6.50177], [3.31185, -0.81433, 2.15166], [4.61847, 1.47934, -2.34630], [-2.18795, 4.94859, 2.52413], [-3.31516, 3.91591, 3.08988], [-5.40292, -0.22566, 3.36099], [3.36942, -3.49652, -0.93293], [-1.67312, -2.59287, 2.04066], [7.66056, 0.94243, -7.62878], [-5.24751, 1.56485, 1.16849], [3.06279, -1.99525, -3.07161], [-2.67786, -2.59739, 4.06125], [-4.81594, -3.19556, 3.20984], [-3.49020, 1.07377, 3.11975], [6.42783, 3.32593, -8.70075], [-2.74751, 3.10356, 3.65833], [3.30821, 1.53098, -4.15595], [-0.09126, 5.52600, 3.14307], [-0.82254, -2.97597, 2.72441], [-6.15390, -1.51623, 1.61201], [5.24433, 2.05202, -0.29246], [-1.00083, 2.29721, 4.65892], [-7.36140, 2.94284, -2.34969], [-2.49515, 6.05488, 2.67733], [-6.24442, 2.52704, 2.37191], [-2.00326, -3.50957, 1.42762], [3.43053, 2.22992, -0.49216], [-6.54407, -0.10219, 3.47416], [8.73238, 0.72745, -7.67273], [1.25487, -2.87010, -0.67449], [1.36374, -2.43116, -3.62136], [-4.56361, -0.64229, 1.28033], [2.31805, -1.13853, 1.68804], [-1.09961, 4.71371, 4.46084], [-3.47737, 3.11024, 0.93187], [1.55438, -4.13679, -2.07382], [0.42258, 1.55051, 3.74006], [-4.80446, 4.27691, 1.44657], [-6.16416, 1.78636, -2.82125], [4.98577, -2.03395, -7.25242], [6.18313, -5.11524, 7.23667], [3.06265, -0.40726, 3.19980], [0.75118, 3.02562, 4.83341], [-0.01278, -1.58021, 0.94031], [-2.75449, -0.93132, 3.24473], [4.03291, -2.45146, 8.42080], [3.90589, -4.76196, 3.17327], [-2.04374, 4.76091, 1.39496], [-9.34150, 2.99880, -4.06699], [-4.75724, 1.68185, 4.31043], [-4.97927, -0.78477, 4.28462], [-1.19566, -0.41840, 1.73898], [4.53884, -4.93427, 7.74370], [-8.62672, -0.56492, 0.37483], [-4.13070, -3.08750, 1.49304], [-4.01073, 4.52960, 3.75975], [4.06782, -1.65459, 2.29728], [5.57636, 0.85930, -2.55153], [3.82867, -0.15535, -3.65100], [4.85109, 2.53160, -2.73964], [7.57612, 1.77504, -6.92503]],
  "forces_ev_per_a": [[-0.7, -2.1, 0.1], [0.3, -0.2, 0.0], [0.0, 0.3, -0.4], [-3.5, 0.9, -1.0], [0.3, -0.1, 0.0], [0.3, -0.1, -0.1], [-0.2, 0.3, 0.0], [0.2, 0.1, 0.0], [0.1, -0.3, 0.3], [-0.4, -0.3, 0.1], [0.3, 0.0, 0.2], [-0.3, 0.2, -0.1], [-0.3, 0.1, 0.2], [-0.4, -0.2, 0.4], [0.1, -0.1, 0.0], [-0.3, 0.4, 0.0], [-2.6, -2.3, 0.5], [-0.3, 0.0, -0.4], [-0.3, -0.3, -0.3], [0.1, -0.1, 0.0], [0.1, -0.3, 0.3], [0.2, 0.3, 0.0], [-0.2, 0.3, 0.2], [0.2, -0.1, 0.0], [-0.4, 0.0, 0.3], [3.4, 1.8, -0.9], [-0.7, -0.5, -0.2], [0.4, 0.1, 0.3], [-0.2, 0.5, 2.0], [-0.9, 0.3, 2.4], [-1.1, 1.0, -0.1], [-1.4, -5.0, -3.8], [4.4, -2.6, -0.3], [-1.6, 0.1, 0.0], [-1.3, 0.5, -0.3], [-0.5, -4.0, -3.1], [3.3, -2.0, -0.3], [0.1, 3.7, 2.7], [-0.5, -0.8, -0.7], [-0.6, 5.3, 3.0], [-0.3, -0.7, 0.1], [0.0, -0.8, -0.6], [1.4, 0.2, -0.3], [-0.3, 0.9, -0.2], [-0.4, 0.6, -0.4], [0.3, -0.6, -0.1], [1.0, 1.9, -1.0], [0.4, -0.4, -0.8], [-0.6, 0.0, 0.2], [-1.4, -2.7, 0.6], [3.5, 0.5, -2.0], [-0.5, 0.0, 0.2], [0.4, -0.7, 0.1], [1.4, -0.7, -1.8], [1.7, 0.9, -0.8], [-0.3, 1.4, -0.3], [1.6, 1.6, 0.2], [0.7, -2.6, -0.8], [-1.7, 3.0, 1.0], [0.1, -0.9, 0.1], [-0.3, 0.7, 0.3], [-0.5, 0.2, -0.5], [0.9, 0.2, 0.2], [0.6, -0.6, 0.6], [-0.6, -0.5, -0.4], [-0.1, -1.5, -0.3], [0.0, 2.4, 0.2], [-0.8, 1.5, -0.5], [-2.7, -0.7, 1.1], [-0.1, 0.4, -0.8], [0.9, -0.8, 1.3], [-0.3, 0.8, 0.3], [0.0, -0.9, -0.6], [0.3, 2.8, 2.3], [-0.3, 1.1, -0.3], [0.4, -0.4, 1.5], [1.7, 0.7, 0.3], [0.0, 0.6, -0.6], [0.0, -0.5, 0.1], [0.1, -0.6, 0.4], [0.3, 1.3, -1.4], [0.6, -0.5, -0.2], [-0.8, -2.3, 1.6], [0.3, 0.6, 0.9], [0.7, -0.2, 0.5], [0.1, 1.0, 1.5], [-1.6, 0.4, 0.5], [-0.2, 1.0, -1.5], [0.7, 1.2, -1.0], [-1.8, -0.2, 0.2], [0.2, -0.1, 0.1], [-1.2, 1.0, -0.8], [0.1, -1.2, 1.4], [-0.8, -1.7, 0.2], [-1.0, 0.8, -1.3], [1.5, 0.5, 0.8], [-1.5, -0.7, -0.8], [1.5, 0.5, -0.4], [-0.3, -0.2, 0.0], [0.5, -1.8, -0.2], [1.9, -0.4, 0.0], [0.3, 1.6, 0.8], [1.1, -1.0, -0.7], [1.8, 0.1, 0.1], [-0.2, -0.1, -0.2], [0.7, -0.5, -1.5], [0.9, 0.6, 1.4], [-0.9, -0.6, 1.1], [1.5, 0.0, 0.5], [0.5, -0.4, -1.5], [-0.9, 0.4, 1.6], [0.4, 1.5, 1.2], [-0.6, 1.7, 0.6], [1.1, -1.3, 0.6], [-0.2, -0.2, 0.0], [0.2, 0.1, 0.2], [0.0, 0.2, -0.2], [0.6, -0.3, -1.9], [-1.1, -0.5, -0.9], [-1.5, 0.4, -0.2], [-0.1, -1.7, -0.5], [0.1, -0.2, 0.0], [0.0, -0.2, 0.2], [0.1, 0.4, 1.8], [0.2, 0.0, 0.0], [0.3, -0.7, -1.5], [-0.9, 0.9, -1.3], [0.1, -1.4, -1.1], [-0.1, 0.3, -0.2], [0.2, 0.2, 0.0], [-0.2, 0.8, 1.4], [0.9, -1.2, -0.5], [-1.2, 1.1, -0.6], [-1.5, 0.9, 0.6], [-1.0, 1.2, 0.8], [-0.5, -1.4, 0.9], [-0.3, 0.0, -0.2]]
}